(1)
This record from the Open Molecules 2025 dataset describes a molecular structure, C17H31HgO9. The level of theory is the ωB97M-V functional and the def2-TZVPD basis.

Last column: Löwdin charge in e.
Geometry (Å):
Hg (0.088, -0.031, -1.378)  1.18
C (1.932, 2.904, 0.962)  -0.13
C (0.716, 2.813, 0.041)  -0.52
O (0.962, 2.086, -1.096)  -0.36
H (1.778, 3.593, 1.809)  0.05
H (2.829, 3.236, 0.432)  0.06
H (2.192, 1.914, 1.361)  0.03
H (0.412, 3.847, -0.244)  0.09
H (-0.138, 2.382, 0.611)  0.07
C (-2.967, 2.644, -3.449)  -0.13
C (-2.658, 1.434, -2.576)  -0.51
O (-1.359, 1.046, -2.775)  -0.37
H (-4.051, 2.802, -3.537)  0.05
H (-2.461, 2.539, -4.413)  0.06
H (-2.515, 3.569, -3.077)  0.06
H (-3.356, 0.584, -2.780)  0.07
H (-2.802, 1.763, -1.520)  0.09
C (1.803, -0.913, -4.176)  -0.38
O (1.486, -0.094, -3.126)  -0.43
H (2.181, -0.300, -5.014)  0.05
H (2.598, -1.628, -3.859)  0.03
H (0.961, -1.517, -4.570)  0.04
O (-2.028, -1.422, -1.298)  0.07
C (-3.153, -1.409, -0.897)  -0.49
O (-3.552, -0.588, 0.091)  0.04
C (-4.929, -0.715, 0.383)  -0.16
C (-5.393, -1.946, -0.416)  -0.16
C (-4.316, -2.200, -1.477)  -0.05
H (-5.515, 0.172, 0.136)  0.12
H (-5.077, -0.893, 1.448)  0.12
H (-6.423, -1.928, -0.776)  0.11
H (-5.430, -2.776, 0.300)  0.10
H (-4.621, -1.697, -2.392)  0.13
H (-4.095, -3.258, -1.526)  0.12
O (2.322, -0.748, -0.418)  0.08
C (3.462, -0.812, -0.097)  -0.45
O (4.217, 0.301, 0.092)  0.03
C (5.496, 0.028, 0.629)  -0.16
C (5.674, -1.519, 0.602)  -0.15
C (4.299, -2.053, 0.212)  -0.06
H (5.561, 0.394, 1.654)  0.12
H (6.251, 0.512, 0.012)  0.12
H (5.984, -1.845, 1.595)  0.10
H (6.472, -1.816, -0.076)  0.10
H (3.762, -2.469, 1.068)  0.12
H (4.327, -2.747, -0.620)  0.12
O (-0.166, -0.012, 1.070)  0.07
C (-0.221, -0.135, 2.252)  -0.45
O (-1.389, 0.041, 2.929)  0.04
C (-1.171, -0.021, 4.334)  -0.16
C (0.211, -0.640, 4.548)  -0.15
C (0.909, -0.382, 3.212)  -0.06
H (-1.945, -0.622, 4.807)  0.12
H (-1.199, 0.995, 4.731)  0.12
H (0.221, -1.698, 4.809)  0.11
H (0.765, -0.147, 5.348)  0.11
H (1.568, -1.164, 2.845)  0.12
H (1.490, 0.543, 3.258)  0.13

Properties
HOMO level = -2.81 eV
charge = -1
HOMO-LUMO gap = 0.1880 Ha

---

(2)
This record from the Open Molecules 2025 dataset describes 4 unconnected molecules or ions with the total composition C14H26BrFIO13S4. The level of theory is the ωB97M-V functional and the def2-TZVPD basis.

Last column: Löwdin charge in e.
Geometry (Å):
O (-3.925, 5.109, -0.546)  0.08
C (-3.124, 5.254, 0.277)  -0.87
Br (-3.004, 6.861, 1.380)  0.78
C (-2.073, 4.162, 0.590)  -0.30
S (-2.730, 2.468, 0.260)  1.17
C (-4.412, 2.309, 0.969)  -0.31
C (-4.533, 1.380, 2.213)  -0.19
C (-3.732, 1.877, 3.460)  -0.16
F (-3.195, 3.165, 3.264)  -0.07
C (-1.522, 1.380, 1.106)  -0.34
C (-0.461, 0.892, 0.053)  -0.34
C (0.882, 0.491, 0.768)  -0.62
I (1.348, -1.566, 0.360)  0.90
H (-1.244, 4.281, -0.146)  0.12
H (-1.627, 4.246, 1.599)  0.09
H (-4.866, 3.287, 1.233)  0.11
H (-5.054, 1.888, 0.166)  0.11
H (-5.609, 1.389, 2.497)  0.13
H (-4.297, 0.322, 1.970)  0.12
H (-4.316, 1.792, 4.391)  0.13
H (-2.850, 1.208, 3.573)  0.11
H (-0.979, 1.946, 1.892)  0.10
H (-2.007, 0.531, 1.631)  0.11
H (-0.292, 1.687, -0.702)  0.10
H (-0.894, -0.024, -0.401)  0.07
H (0.799, 0.704, 1.853)  0.05
H (1.737, 1.090, 0.398)  0.05
C (-0.986, -6.447, 2.946)  -0.16
C (0.022, -5.510, 3.577)  -0.16
O (0.067, -4.379, 2.697)  -0.22
S (-1.385, -4.163, 2.038)  0.57
O (-2.069, -3.160, 2.781)  -0.24
O (-1.232, -4.097, 0.629)  -0.26
O (-2.011, -5.592, 2.426)  -0.18
H (-0.548, -7.000, 2.112)  0.14
H (-1.404, -7.149, 3.665)  0.14
H (1.007, -5.960, 3.674)  0.14
H (-0.316, -5.163, 4.557)  0.14
C (5.757, -2.229, -1.282)  -0.17
C (6.150, -1.125, -2.242)  -0.16
O (5.959, 0.084, -1.501)  -0.19
S (6.269, -0.190, 0.057)  0.61
O (7.597, 0.220, 0.334)  -0.21
O (5.155, 0.257, 0.821)  -0.24
O (6.240, -1.801, -0.004)  -0.19
H (4.671, -2.332, -1.219)  0.11
H (6.196, -3.187, -1.552)  0.14
H (5.543, -1.121, -3.145)  0.14
H (7.206, -1.192, -2.514)  0.14
C (-0.486, 0.853, -5.481)  -0.16
C (-0.437, 1.296, -4.032)  -0.18
O (0.928, 1.126, -3.644)  -0.21
S (1.880, 1.397, -4.922)  0.62
O (2.351, 2.733, -4.855)  -0.21
O (2.748, 0.286, -5.073)  -0.21
O (0.736, 1.322, -6.054)  -0.18
H (-0.505, -0.236, -5.562)  0.14
H (-1.339, 1.270, -6.013)  0.14
H (-1.094, 0.706, -3.395)  0.13
H (-0.690, 2.356, -3.932)  0.13

Properties
HOMO level = -11.88 eV
charge = +1
HOMO-LUMO gap = 0.3165 Ha

---

(3)
This record from the Open Molecules 2025 dataset describes a molecular structure, C7H12Cl2O2S. The level of theory is the ωB97M-V functional and the def2-TZVPD basis.

Last column: Löwdin charge in e.
Geometry (Å):
C (-2.182, 0.481, 1.845)  -0.17
C (-1.240, -0.245, 1.036)  -0.20
C (-2.903, 0.665, 0.543)  -0.85
C (-0.045, -0.102, -1.857)  -0.05
C (2.221, 0.233, -0.556)  -0.09
C (0.065, 0.227, 0.682)  -0.23
C (0.767, -0.368, -0.545)  -0.42
O (-4.014, -1.688, 0.995)  -0.32
O (-3.583, -1.140, -1.310)  -0.30
S (-3.912, -0.727, -0.052)  0.25
Cl (-2.775, 1.945, -0.494)  0.81
Cl (-5.722, 0.239, -0.244)  0.36
H (-2.822, -0.103, 2.669)  0.18
H (-1.875, 1.268, 2.369)  0.07
H (-1.513, -1.316, 0.928)  0.14
H (0.058, 0.908, -2.104)  0.05
H (-1.078, -0.366, -1.475)  0.07
H (0.274, -0.714, -2.628)  0.05
H (2.800, 0.051, 0.475)  0.11
H (2.016, 1.320, -0.780)  0.09
H (2.887, -0.349, -1.233)  0.07
H (0.169, 1.288, 0.591)  0.11
H (0.900, 0.090, 1.379)  0.11
H (0.780, -1.471, -0.480)  0.14

Properties
HOMO level (alpha / beta) = -6.07 / -11.13 eV
spin multiplicity = 3
HOMO-LUMO gap (alpha / beta) = 0.2389 / 0.3267 Ha

---

Computed strongest force on any atom (eV/Å) in order:
3.29, 2.59, 6.33